Entry A
Here is the molecule C3H6N4S from OMol25. Energies are from wB97M-V/def2-TZVPD.

Cartesian coordinates (Å):
N -2.6928 -1.0051 0.1344
C -0.5366 0.9380 -0.0526
H -1.5712 2.4388 -0.7290
N -0.2871 -0.4612 0.0266
C 0.9043 -0.9640 -0.1015
N -1.3997 1.3544 -0.8914
S 2.4513 -0.2387 -0.1827
H 0.0595 2.5078 1.0082
H 0.8944 -2.0938 -0.0718
H -1.1352 -2.2567 0.7636
C -1.4172 -1.2902 0.1864
H -2.7555 -0.0277 -0.2991
N 0.1583 1.5481 0.9143
H 1.1340 1.0947 0.7701

Values from the calculation:
E_HOMO = -9.26 eV
Lowest unoccupied orbital energy = -0.34 eV
SMILES string = [H]/N=C\N(C=S)/C(N)=N/[H]
HOMO-LUMO gap = 0.3278 Eh

Partial atomic charges computed with the natural (NBO) method, in multiples of e: number 1, N, carries -0.58; number 2, C, carries 0.58; number 3, H, carries 0.35; number 4, N, carries -0.48; number 5, C, carries 0.01; number 6, N, carries -0.71; number 7, S, carries -0.15; number 8, H, carries 0.39; number 9, H, carries 0.22; number 10, H, carries 0.18; number 11, C, carries 0.25; number 12, H, carries 0.37; number 13, N, carries -0.83; number 14, H, carries 0.40


Entry B
Here is the molecule C3H6N4S from OMol25. Energies are from wB97M-V/def2-TZVPD.

Cartesian coordinates (Å):
N 0.0322 -0.0345 -1.8232
H 0.2396 0.0534 1.3873
C 0.1467 -0.5254 -0.5350
H 0.0405 -0.6537 -2.6229
H -0.6483 1.9384 -0.7479
H -0.7503 3.4183 1.0431
N 0.1119 0.4145 0.4475
S 0.3650 -1.9554 2.3221
N 0.2615 -1.8448 -0.4220
H 0.2466 0.9748 -1.9658
C 0.3164 -2.4696 0.7743
C -0.2787 1.7377 0.3011
N -0.3607 2.5071 1.3211
H 0.2777 -3.5609 0.5204

Values from the calculation:
E_HOMO = -8.56 eV
Lowest unoccupied orbital energy = -0.16 eV
SMILES string = [H]/N=C/N/C(N)=N\C=S
HOMO-LUMO gap = 0.3085 Eh

Partial atomic charges computed with the natural (NBO) method, in multiples of e: number 1, N, carries -0.80; number 2, H, carries 0.45; number 3, C, carries 0.66; number 4, H, carries 0.43; number 5, H, carries 0.15; number 6, H, carries 0.35; number 7, N, carries -0.64; number 8, S, carries -0.13; number 9, N, carries -0.60; number 10, H, carries 0.39; number 11, C, carries -0.08; number 12, C, carries 0.27; number 13, N, carries -0.63; number 14, H, carries 0.19


Relative stability in kcal/mol, measured from the most stable structure: entry A 27.8; entry B 0.0


Entry A
Here is a cluster of 2 separate species, C3H8NO in total from OMol25. Energies are from wB97M-V/def2-TZVPD.

Cartesian coordinates (Å):
C -0.6969 -2.2344 -0.8843
H 1.8054 2.7748 -0.0115
H 1.0822 -2.3371 0.0623
H 1.6372 0.9596 -0.5736
H 0.1423 -0.8187 0.3118
C -0.0289 1.7844 0.2853
H -1.5485 -1.5716 -1.0014
H -0.9915 0.8661 1.5795
N 0.2677 -1.7653 -0.0722
C 1.2113 1.8924 -0.1982
H -0.8887 -3.2485 -1.2011
O -0.6631 0.5981 0.7111
H -0.5577 2.6605 0.6643

Values from the calculation:
E_HOMO (alpha / beta) = -5.34 / -9.75 eV
⟨S²⟩ = 0.753
Lowest unoccupied orbital energy (alpha / beta) = 0.63 / 0.63 eV
Multiplicity = 2
HOMO-LUMO gap (alpha / beta) = 0.2195 / 0.3813 Eh

Partial atomic charges computed with the natural (NBO) method, in multiples of e: number 1, C, carries -0.33; number 2, H, carries 0.23; number 3, H, carries 0.38; number 4, H, carries 0.21; number 5, H, carries 0.42; number 6, C, carries 0.13; number 7, H, carries 0.15; number 8, H, carries 0.49; number 9, N, carries -0.83; number 10, C, carries -0.48; number 11, H, carries 0.17; number 12, O, carries -0.71; number 13, H, carries 0.16


Entry B
Here is a cluster of 2 separate species, C3H8NO in total from OMol25. Energies are from wB97M-V/def2-TZVPD.

Cartesian coordinates (Å):
C 2.4625 1.1814 -0.8076
N -1.9325 -0.8781 0.7156
H 2.1795 1.8056 0.0354
H -0.9866 -0.6240 0.4669
H 3.5338 1.0037 -0.8722
H -2.5587 0.6834 2.0456
C 1.7512 -0.1532 -0.7087
H -3.7575 0.1991 0.7368
H 2.0656 1.6169 -1.7228
H -2.2776 -1.7235 0.3019
C -2.8312 -0.0086 1.2661
O 0.5551 -0.2054 -0.5389
H 2.2629 -1.0840 -1.0084

Values from the calculation:
E_HOMO (alpha / beta) = -6.13 / -9.30 eV
⟨S²⟩ = 0.753
Lowest unoccupied orbital energy (alpha / beta) = 0.74 / 0.73 eV
Multiplicity = 2
HOMO-LUMO gap (alpha / beta) = 0.2524 / 0.3688 Eh

Partial atomic charges computed with the natural (NBO) method, in multiples of e: number 1, C, carries -0.72; number 2, N, carries -0.83; number 3, H, carries 0.24; number 4, H, carries 0.41; number 5, H, carries 0.22; number 6, H, carries 0.16; number 7, C, carries 0.46; number 8, H, carries 0.14; number 9, H, carries 0.25; number 10, H, carries 0.37; number 11, C, carries -0.26; number 12, O, carries -0.56; number 13, H, carries 0.12


Relative stability in kcal/mol, measured from the most stable structure: entry A 22.1; entry B 0.0


Entry A
Here is a structure of composition H22KrO11 from OMol25. Energies are from wB97M-V/def2-TZVPD.

Cartesian coordinates (Å):
H 2.2673 0.6336 -1.5200
H 3.0892 -2.2110 -0.5138
O 3.5326 -0.4470 -0.2390
H 3.4751 2.6703 2.1994
H -3.3841 -0.2402 -0.0579
H -1.3713 -3.4436 0.7154
H 0.4080 2.3625 -1.6283
O 3.1842 -3.1561 -0.6323
H -2.8408 0.8974 -0.8960
O 0.9021 -0.6140 4.0638
H 4.0568 0.3402 -0.3859
H 0.4616 0.2204 4.2253
O -2.1443 -3.0573 0.3036
O -3.1608 -0.0026 -0.9578
H -1.6578 -1.7811 -4.0202
O -3.1697 -0.8706 2.0564
H -2.6393 -0.6023 2.8066
H 0.2478 -1.2772 4.2833
H -2.0797 -1.2419 -2.6700
O -2.6415 2.6521 -0.4546
O 1.7872 1.1893 -2.1340
H -3.9558 -1.2556 2.4436
H 2.9819 1.2703 1.9016
O 2.8205 2.1903 1.6921
Kr 0.0527 -0.7510 0.1852
H 3.9826 -3.2538 -1.1511
O -2.1484 -1.0694 -3.6090
H 1.6936 0.6523 -2.9209
O 0.0213 3.1240 -1.1961
H 3.2050 -0.3538 0.6556
H -2.9810 3.4021 -0.9430
H -1.7294 2.5762 -0.7348
H 0.1827 3.8498 -1.7989
H -2.4487 -2.4022 0.9316

Values from the calculation:
E_HOMO = -10.13 eV
Lowest unoccupied orbital energy = -0.15 eV
HOMO-LUMO gap = 0.3666 Eh

Partial atomic charges computed with the natural (NBO) method, in multiples of e: number 1, H, carries 0.49; number 2, H, carries 0.48; number 3, O, carries -0.96; number 4, H, carries 0.47; number 5, H, carries 0.47; number 6, H, carries 0.46; number 7, H, carries 0.50; number 8, O, carries -0.95; number 9, H, carries 0.49; number 10, O, carries -0.94; number 11, H, carries 0.49; number 12, H, carries 0.47; number 13, O, carries -0.95; number 14, O, carries -0.98; number 15, H, carries 0.46; number 16, O, carries -0.95; number 17, H, carries 0.48; number 18, H, carries 0.47; number 19, H, carries 0.49; number 20, O, carries -0.97; number 21, O, carries -0.97; number 22, H, carries 0.48; number 23, H, carries 0.45; number 24, O, carries -0.92; number 25, Kr, carries 0.00; number 26, H, carries 0.46; number 27, O, carries -0.95; number 28, H, carries 0.48; number 29, O, carries -0.97; number 30, H, carries 0.48; number 31, H, carries 0.47; number 32, H, carries 0.50; number 33, H, carries 0.47; number 34, H, carries 0.48


Entry B
Here is a structure of composition H22KrO11 from OMol25. Energies are from wB97M-V/def2-TZVPD.

Cartesian coordinates (Å):
H -7.4314 1.8872 -7.5134
H -7.1602 -3.2588 -4.8985
O -8.5714 -1.3047 -7.4017
H -8.5669 -0.3495 -7.4627
H -5.2290 -0.8340 -2.7605
Kr -5.7986 0.8704 -5.6892
H -7.9518 -1.5910 -8.0727
H -5.8135 -1.5409 -3.9649
H -7.6988 -2.1883 -5.8236
H -4.3155 4.4196 -6.5213
H -5.3864 -0.1394 -9.2581
H -5.9796 1.4367 -1.9341
O -3.5250 2.5094 -3.4963
O -4.5645 0.2237 -8.9283
H -8.6698 3.8254 -4.7724
O -1.7186 1.0016 -5.6276
O -7.5043 -2.3656 -4.9033
H -3.4979 1.5204 -8.4590
H -3.7199 3.8143 -7.7746
H -3.8907 3.3593 -3.7413
H -8.9170 2.0818 -7.2959
O -8.2871 1.5889 -7.8218
O -5.1795 0.9344 -2.0887
H -2.5122 2.5310 -9.0058
O -7.9167 4.0885 -5.3014
H -2.2757 0.2241 -5.5909
H -2.8583 2.3345 -4.1605
O -4.1560 4.6012 -7.4474
O -2.9519 2.2624 -8.1991
O -5.1655 -1.6432 -3.2678
H -4.7426 1.3937 -2.8058
H -4.3296 -0.3428 -8.1934
H -1.3907 1.0196 -6.5267
H -7.2407 4.3128 -4.6619

Values from the calculation:
E_HOMO = -10.25 eV
Lowest unoccupied orbital energy = -0.32 eV
HOMO-LUMO gap = 0.3648 Eh

Partial atomic charges computed with the natural (NBO) method, in multiples of e: number 1, H, carries 0.49; number 2, H, carries 0.47; number 3, O, carries -0.96; number 4, H, carries 0.50; number 5, H, carries 0.49; number 6, Kr, carries 0.00; number 7, H, carries 0.46; number 8, H, carries 0.47; number 9, H, carries 0.49; number 10, H, carries 0.45; number 11, H, carries 0.49; number 12, H, carries 0.46; number 13, O, carries -0.96; number 14, O, carries -0.95; number 15, H, carries 0.47; number 16, O, carries -0.95; number 17, O, carries -0.96; number 18, H, carries 0.50; number 19, H, carries 0.49; number 20, H, carries 0.47; number 21, H, carries 0.48; number 22, O, carries -0.96; number 23, O, carries -0.96; number 24, H, carries 0.48; number 25, O, carries -0.94; number 26, H, carries 0.47; number 27, H, carries 0.51; number 28, O, carries -0.96; number 29, O, carries -0.97; number 30, O, carries -0.99; number 31, H, carries 0.49; number 32, H, carries 0.48; number 33, H, carries 0.48; number 34, H, carries 0.47


Relative stability in kcal/mol, measured from the most stable structure: entry A 8.7; entry B 0.0